(one)
The following is a DFT calculation (ωB97M-V/def2-TZVPD) of a cluster of 2 separate species, C2H4O3S in total.

XYZ file:
```
10
C2H4O3S (ωB97M-V/def2-TZVPD)
O -0.29005 2.35218 -0.15101
C -0.96823 1.51818 -0.61786
C -1.51162 0.16132 -0.39595
S -2.13924 1.12717 -1.86530
H -2.10750 0.11442 0.56151
H -0.87887 -0.75208 -0.38870
O 1.41823 -0.22563 2.29597
O 0.99527 -0.00691 1.00791
H 0.80187 0.34836 2.88697
H 1.29025 0.83359 0.71944
```

## Properties
SMILES ... O=C1CS1.OO
HOMO level ... -9.90 eV
Net charge ... 0

(two)
The following is a DFT calculation (ωB97M-V/def2-TZVPD) of an isolated molecule of C2H4O3S.

XYZ file:
```
10
C2H4O3S (ωB97M-V/def2-TZVPD)
O 0.70167 1.46201 0.39235
C 0.59244 0.20283 0.24115
O 1.70916 -0.43958 0.39671
C -0.63028 -0.28450 0.18424
O -0.83947 -1.95822 0.12691
S -2.10147 0.63533 0.15357
H -0.15574 1.80029 0.75184
H 2.48304 0.11001 0.37250
H -0.02369 -2.48620 0.33216
H -2.06382 0.88306 -1.13265
```

## Properties
SMILES ... OC(O)=C(O)S
HOMO level ... -8.52 eV
Net charge ... 0

Most stable of them? (two).

(one)
The following is a DFT calculation (ωB97M-V/def2-TZVPD) of a cluster of 3 separate species, C3H12NO2 in total.

XYZ file:
```
18
C3H12NO2 (ωB97M-V/def2-TZVPD)
C -1.97293 0.65792 -1.75640
C -1.10065 0.00918 -0.73890
C -1.59423 -0.54306 0.37979
N -0.69880 -1.14316 1.31609
H -2.03197 0.03021 -2.67044
H -3.10450 0.65969 -1.45076
H -1.62048 1.53431 -2.07163
H 0.02641 -0.17903 -1.16017
H -2.68121 -0.48904 0.77120
H -0.69180 -2.11673 1.04002
H 0.32821 -0.89864 1.10279
H -0.98555 -1.25044 2.26745
H 2.24788 0.13391 0.61609
H 2.71189 -1.36156 0.62780
O 1.91949 -0.76995 0.56613
H 3.25990 2.08717 1.15895
H 3.27138 1.84417 -0.40100
O 2.71698 1.79502 0.40300
```

## Properties
<S²> ... 0.753
HOMO level (spin up / spin down) ... -2.50 / -7.43 eV
2S+1 ... 2
Net charge ... 0

(two)
The following is a DFT calculation (ωB97M-V/def2-TZVPD) of a cluster of 3 separate species, C3H12NO2 in total.

XYZ file:
```
18
C3H12NO2 (ωB97M-V/def2-TZVPD)
C -1.38208 1.38204 1.42053
C -0.73228 0.70749 0.32353
C -0.88446 0.99905 -0.94843
N 0.27378 -0.35950 0.69477
H -2.46097 1.12872 1.33533
H -0.80733 1.03619 2.31765
H -1.37167 2.45065 1.61101
H -0.37553 0.49499 -1.82241
H -1.49904 1.76177 -1.41863
H 0.17529 -1.13456 0.11281
H 0.36431 -0.66995 1.68844
H 1.15658 0.21039 0.70208
H 0.19501 -4.08852 -0.09516
H 0.25162 -3.41342 -1.57950
O 0.39035 -3.17390 -0.68341
H 2.62879 1.12585 -0.91560
H 1.22299 1.81841 -0.98817
O 1.68420 1.08197 -0.63972
```

## Properties
<S²> ... 0.753
HOMO level (spin up / spin down) ... -2.83 / -8.27 eV
2S+1 ... 2
Net charge ... 0

Most stable of them? (one).

(one)
The following is a DFT calculation (ωB97M-V/def2-TZVPD) of a cluster of 2 separate species, C3H3I2NO in total.

XYZ file:
```
10
C3H3I2NO (ωB97M-V/def2-TZVPD)
C -2.03505 -0.03300 1.39967
C -1.25106 -0.24192 0.28311
I -1.26013 0.68453 -1.56936
N -0.30218 -1.37441 0.29365
C 0.52353 -2.30571 0.47933
O 1.28978 -3.18284 0.58551
H -2.72076 0.75436 1.19294
H -1.67539 -0.69443 2.16371
I 2.16753 -1.99209 -3.11861
H 1.47120 -3.44990 -3.64224
```

## Properties
SMILES ... C=C(I)N=C=O.I
HOMO level ... -9.30 eV
Net charge ... 0

(two)
The following is a DFT calculation (ωB97M-V/def2-TZVPD) of a structure of composition C3H3I2NO.

XYZ file:
```
10
C3H3I2NO (ωB97M-V/def2-TZVPD)
C -0.98702 0.04907 -0.04192
C 2.35122 -0.85541 0.60945
C -2.01659 0.97432 -0.29794
N -0.08335 -0.59516 0.21186
O 2.27390 -0.37477 1.70780
I 3.06056 0.29910 -1.05525
I 2.19597 -2.86433 0.12283
H -1.97021 1.02867 -1.49529
H -3.04606 0.45799 0.04840
H -1.77840 1.88054 0.19007
```

## Properties
HOMO level ... -9.24 eV
Net charge ... 0

Most stable of them? (two).

(one)
The following is a DFT calculation (ωB97M-V/def2-TZVPD) of a cluster of 2 separate species, C5H10O in total.

XYZ file:
```
16
C5H10O (ωB97M-V/def2-TZVPD)
C -1.48880 0.92173 0.41826
C -2.27208 -0.37152 0.40524
C -3.10163 -0.73008 -0.56094
H -0.55591 0.74205 -0.12678
H -2.11352 1.67816 -0.04969
H -1.14866 1.18049 1.41782
H -2.04379 -1.07885 1.18275
H -3.52754 -1.72473 -0.49831
H -3.55256 -0.05456 -1.27380
C 1.94574 -0.82953 -0.94101
C 2.52491 -0.25423 0.18726
O 2.23719 0.99039 0.47603
H 2.27093 -1.78376 -1.33291
H 1.21316 -0.27021 -1.50202
H 3.12764 -0.76346 0.93383
H 3.11150 1.38485 0.69468
```

## Properties
<S²> ... 0.755
HOMO level (spin up / spin down) ... -12.40 / -12.40 eV
2S+1 ... 2
Net charge ... +1

(two)
The following is a DFT calculation (ωB97M-V/def2-TZVPD) of a cluster of 2 separate species, C5H10O in total.

XYZ file:
```
16
C5H10O (ωB97M-V/def2-TZVPD)
C -1.73429 0.59807 1.55960
C -1.72414 1.22232 0.22877
C -2.16706 0.53489 -0.90141
H -2.54495 -0.13279 1.53128
H -0.84635 0.00050 1.79801
H -1.85203 1.35156 2.34192
H -1.14243 2.13200 0.07722
H -1.77972 0.91797 -1.84350
H -3.05853 -0.08120 -0.91676
O 1.68553 -2.61861 -0.70352
C 2.57209 -1.81624 -0.62010
C 2.27118 -0.34434 -0.37841
H 3.63615 -1.91916 -0.90086
H 3.16297 0.17989 -0.02507
H 1.37669 -0.04154 0.16067
H 2.14489 0.01668 -1.40783
```

## Properties
<S²> ... 0.753
HOMO level (spin up / spin down) ... -12.79 / -12.76 eV
2S+1 ... 2
Net charge ... +1

Most stable of them? (two).